1.
{"formula": "C49H48N4O3P2PdSSi", "method": "wB97M-V/def2-TZVPD", "charge": 2, "orbital_gap_ev": 6.6, "relative_energy_kj_mol": 0.0, "elements": ["Pd", "C", "Si", "C", "C", "C", "C", "C", "C", "P", "C", "C", "C", "C", "C", "C", "C", "C", "C", "C", "C", "C", "C", "C", "C", "C", "C", "C", "P", "C", "C", "C", "C", "C", "C", "C", "C", "C", "C", "C", "C", "H", "H", "H", "H", "H", "H", "H", "H", "H", "H", "H", "H", "H", "H", "H", "H", "H", "H", "H", "H", "H", "H", "H", "H", "H", "H", "H", "H", "H", "H", "H", "O", "N", "O", "O", "N", "C", "S", "N", "C", "C", "C", "C", "C", "C", "H", "H", "H", "H", "H", "H", "H", "H", "C", "C", "C", "C", "C", "N", "H", "H", "H", "H", "H", "H", "H", "H", "H"], "positions_angstrom": [[0.3565, -0.3986, -0.3779], [-1.0882, -3.9798, 0.1269], [-1.2356, -2.2204, -0.4978], [-1.4402, -2.3160, -2.3682], [-2.0340, -3.4417, -2.9503], [-2.2598, -3.4995, -4.3145], [-1.8975, -2.4364, -5.1323], [-1.3027, -1.3145, -4.5839], [-1.0628, -1.2680, -3.2131], [-0.3894, 0.2415, -2.4816], [-1.7582, 1.4022, -2.7351], [-1.6739, 2.5405, -3.5331], [-2.8003, 3.3239, -3.7464], [-4.0167, 2.9683, -3.1878], [-4.1180, 1.8093, -2.4278], [-2.9999, 1.0267, -2.2111], [1.0427, 0.7492, -3.4611], [1.7212, -0.2210, -4.2054], [2.8252, 0.1260, -4.9661], [3.2662, 1.4402, -4.9943], [2.6009, 2.4104, -4.2570], [1.5032, 2.0688, -3.4866], [-2.7042, -1.4449, 0.3963], [-3.9134, -2.1434, 0.4166], [-5.0378, -1.6031, 1.0236], [-4.9742, -0.3597, 1.6361], [-3.7832, 0.3491, 1.6387], [-2.6590, -0.2014, 1.0312], [-1.0847, 0.6669, 1.0506], [-0.2760, 0.3339, 2.6347], [1.0149, 0.8255, 2.8307], [1.6487, 0.6366, 4.0462], [0.9933, -0.0261, 5.0763], [-0.2949, -0.5059, 4.8864], [-0.9310, -0.3346, 3.6653], [-1.4050, 2.4585, 1.1281], [-1.7504, 3.2431, 0.0290], [-2.0607, 4.5804, 0.1903], [-2.0370, 5.1617, 1.4510], [-1.6955, 4.3955, 2.5520], [-1.3784, 3.0539, 2.3956], [-2.0276, -4.4657, -0.1550], [-1.0097, -4.0320, 1.2128], [-0.2865, -4.5404, -0.3421], [-2.3331, -4.2865, -2.3428], [-2.7210, -4.3778, -4.7457], [-2.0772, -2.4852, -6.1976], [-1.0269, -0.4830, -5.2206], [-0.7454, 2.8247, -4.0025], [-2.7235, 4.2092, -4.3629], [-4.8920, 3.5791, -3.3632], [-5.0710, 1.5123, -2.0113], [-3.1016, 0.1183, -1.6316], [1.3920, -1.2507, -4.1920], [3.3416, -0.6346, -5.5349], [4.1264, 1.7096, -5.5921], [2.9367, 3.4387, -4.2856], [1.0089, 2.8331, -2.9066], [-3.9995, -3.1082, -0.0695], [-5.9704, -2.1511, 1.0110], [-5.8530, 0.0576, 2.1089], [-3.7304, 1.3244, 2.1064], [1.5245, 1.3584, 2.0352], [2.6536, 1.0092, 4.1936], [1.4858, -0.1652, 6.0290], [-0.8073, -1.0108, 5.6943], [-1.9354, -0.7140, 3.5241], [-1.7551, 2.8274, -0.9635], [-2.3184, 5.1738, -0.6771], [-2.2839, 6.2078, 1.5729], [-1.6716, 4.8371, 3.5390], [-1.1106, 2.4821, 3.2708], [2.8256, 0.0355, -0.4484], [2.8808, -0.8680, -1.2779], [3.8623, -1.2856, -1.8223], [1.7221, -1.4523, -1.5654], [2.2737, -3.8826, -0.1723], [1.8496, -3.5657, 1.0523], [1.3522, -1.9630, 1.4606], [1.9389, -4.5322, 1.9655], [1.4815, -4.6826, 3.3091], [1.9250, -5.8414, 3.9448], [1.5243, -6.1222, 5.2371], [0.6753, -5.2515, 5.9044], [0.2375, -4.1041, 5.2649], [0.6323, -3.8026, 3.9692], [2.2294, -3.1952, -0.9113], [2.5765, -4.8150, -0.4069], [2.4402, -5.3539, 1.6550], [2.5907, -6.5244, 3.4292], [1.8785, -7.0216, 5.7212], [0.3596, -5.4682, 6.9151], [-0.4245, -3.4223, 5.7813], [0.2959, -2.8942, 3.4987], [3.5599, 3.7212, 1.5351], [3.3745, 3.6442, 0.0129], [3.2218, 5.0474, -0.5888], [4.5396, 2.8912, -0.6411], [2.1334, 2.9037, -0.2498], [1.1597, 2.3323, -0.4683], [4.4466, 4.3179, 1.7496], [3.7102, 2.7287, 1.9612], [2.7035, 4.1915, 2.0190], [4.1129, 5.6287, -0.3523], [2.3549, 5.5653, -0.1791], [3.1247, 5.0017, -1.6736], [5.4593, 3.4447, -0.4504], [4.4018, 2.8129, -1.7199], [4.6409, 1.8871, -0.2341]], "forces_ev_per_a": [[0.49, -1.01, -0.13], [0.01, 0.35, 0.04], [-0.42, -0.08, 0.02], [0.19, 0.13, 0.06], [0.00, 0.01, 0.12], [-0.01, 0.00, -0.10], [-0.02, -0.05, -0.02], [0.00, 0.02, 0.04], [0.03, -0.07, 0.27], [-0.19, 0.43, -0.23], [-0.04, -0.18, -0.19], [0.07, 0.03, 0.03], [0.01, 0.01, 0.01], [-0.03, 0.00, 0.01], [0.01, 0.01, 0.02], [0.04, -0.03, 0.03], [-0.04, -0.05, -0.01], [-0.04, -0.06, -0.02], [0.01, 0.01, 0.00], [0.00, 0.00, 0.00], [0.00, -0.01, 0.01], [-0.06, 0.05, 0.06], [0.05, -0.10, 0.04], [0.02, -0.03, -0.07], [-0.03, -0.01, 0.00], [-0.02, 0.02, 0.01], [0.00, -0.01, 0.02], [0.08, 0.07, -0.13], [0.03, 0.24, 0.25], [-0.18, 0.04, 0.02], [0.05, 0.06, -0.05], [0.01, 0.00, 0.03], [-0.01, 0.00, -0.02], [0.02, 0.01, 0.01], [-0.01, -0.06, -0.04], [-0.02, 0.01, 0.19], [0.04, -0.13, -0.10], [-0.01, 0.05, 0.01], [-0.02, 0.02, -0.02], [0.00, -0.01, 0.00], [0.00, -0.06, -0.04], [-0.02, 0.02, 0.02], [0.04, 0.03, -0.02], [0.09, -0.04, -0.04], [0.02, 0.01, 0.02], [0.00, 0.00, 0.00], [-0.01, 0.00, -0.01], [0.02, 0.01, 0.00], [-0.01, -0.01, -0.02], [0.00, 0.00, -0.01], [0.00, 0.01, 0.01], [-0.01, -0.01, 0.00], [0.02, -0.03, 0.00], [0.02, 0.02, 0.01], [0.00, -0.01, 0.00], [0.01, 0.00, -0.01], [0.00, 0.00, 0.01], [0.03, -0.01, 0.05], [0.01, -0.02, 0.01], [0.00, -0.01, 0.01], [0.00, 0.01, 0.00], [0.01, 0.01, 0.00], [-0.02, -0.01, -0.01], [0.00, 0.01, 0.00], [0.01, 0.00, 0.01], [-0.02, 0.02, -0.01], [-0.01, 0.00, -0.01], [0.00, 0.01, 0.05], [-0.01, 0.00, -0.01], [0.01, 0.01, 0.00], [0.00, -0.01, 0.01], [0.00, -0.01, 0.03], [0.14, 0.16, -0.20], [0.01, -0.15, 0.01], [0.07, 0.03, 0.02], [0.03, -0.02, -0.15], [-0.12, 0.02, -0.07], [0.20, 0.11, -0.27], [-0.49, 0.13, 0.23], [-0.01, 0.04, -0.01], [-0.01, 0.00, 0.15], [-0.03, 0.12, -0.03], [0.00, -0.01, 0.01], [-0.01, -0.01, 0.02], [-0.01, -0.01, 0.04], [0.07, -0.10, -0.07], [0.02, 0.12, -0.04], [-0.01, 0.00, 0.02], [-0.01, -0.01, -0.02], [0.01, -0.01, -0.01], [0.00, 0.00, 0.01], [-0.01, 0.00, 0.01], [-0.01, 0.00, 0.01], [-0.04, -0.05, 0.04], [0.05, 0.03, -0.01], [0.01, 0.01, 0.06], [0.03, 0.03, 0.02], [0.05, 0.04, 0.01], [-0.15, -0.04, -0.07], [0.11, -0.02, 0.11], [0.00, -0.01, 0.01], [-0.01, -0.02, 0.00], [-0.01, 0.01, 0.00], [0.01, 0.00, -0.01], [-0.01, 0.00, 0.01], [-0.02, -0.01, -0.01], [0.01, 0.00, -0.01], [-0.01, 0.00, -0.01], [0.00, 0.00, 0.01]], "mulliken_charge": [-0.603, -1.380, 1.591, 0.044, -0.792, -0.827, -1.001, -0.062, -0.700, 2.642, 0.233, -0.248, -0.828, -0.800, -0.774, 0.038, 1.389, -0.899, -0.869, -0.711, -1.179, -0.819, 0.048, -0.543, -0.896, -1.030, -0.779, 0.507, 2.973, 0.815, 0.719, -0.779, -0.925, -1.010, -1.100, 0.200, 0.432, -1.045, -0.851, -0.838, -0.786, 0.605, 0.301, 0.390, 0.407, 0.479, 0.475, 0.571, 0.537, 0.490, 0.435, 0.516, 0.314, 0.275, 0.464, 0.442, 0.527, 0.462, 0.347, 0.477, 0.458, 0.585, -0.227, 0.546, 0.425, 0.614, 0.436, 0.481, 0.538, 0.449, 0.496, 0.462, -0.235, 0.679, -0.677, -0.682, -0.105, -0.447, 0.303, 0.213, 0.452, -0.669, -0.682, -0.669, -0.690, 0.950, 0.187, 0.208, 0.232, 0.364, 0.395, 0.426, 0.320, -0.322, -1.730, 2.156, -1.633, -1.428, -0.813, 0.237, 0.485, 0.344, 0.353, 0.439, 0.373, 0.312, 0.473, 0.251, 0.296]}

2.
{"formula": "C23H51MoNO3P2", "method": "wB97M-V/def2-TZVPD", "s_squared": 2.035, "charge": 4, "spin_multiplicity": 3, "orbital_gap_ev": [8.0, 6.3], "elements": ["Mo", "C", "O", "C", "O", "P", "C", "H", "C", "H", "C", "H", "C", "P", "H", "H", "C", "H", "C", "H", "H", "H", "C", "H", "H", "H", "C", "H", "H", "H", "C", "H", "H", "H", "C", "H", "H", "H", "C", "H", "H", "H", "C", "H", "H", "H", "C", "H", "C", "H", "H", "C", "H", "H", "H", "C", "H", "H", "H", "C", "H", "H", "H", "C", "H", "H", "H", "H", "H", "C", "N", "C", "C", "O", "H", "H", "H", "H", "H", "H", "H"], "positions_angstrom": [[-0.4635, 1.6371, 0.2509], [1.1942, 0.8611, 0.9998], [2.2402, 0.5052, 1.3676], [-1.2214, 0.1428, -0.8135], [-1.5924, -0.7384, -1.5277], [0.9769, 1.2521, -1.7361], [2.1894, 0.1329, -2.5914], [2.6020, 0.7384, -3.4136], [-0.0924, 1.8078, -3.1333], [-0.7249, 0.9259, -3.3107], [2.0842, 2.6356, -1.2557], [2.8709, 2.1716, -0.6434], [-0.9173, 0.6398, 3.3187], [-1.0611, -0.4834, 1.8572], [-1.2802, -2.3846, 3.3127], [0.1606, 0.6568, 3.5446], [-2.8863, -0.8970, 1.8450], [-3.1352, -0.9417, 2.9154], [-0.9910, 2.9542, -2.6758], [-0.4438, 3.9000, -2.5849], [-1.5186, 2.7450, -1.7183], [-1.7687, 3.0997, -3.4380], [0.6468, 2.0881, -4.4423], [-0.0688, 2.3821, -5.2162], [1.1829, 1.2094, -4.8143], [1.3605, 2.9066, -4.3533], [2.7909, 3.3415, -2.4136], [3.3083, 2.6594, -3.0923], [3.5484, 4.0213, -2.0087], [2.0971, 3.9640, -2.9808], [1.2722, 3.6092, -0.4047], [2.0013, 4.1603, 0.2005], [0.5818, 3.1925, 0.3869], [0.7377, 4.3358, -1.0220], [3.3630, -0.3081, -1.7215], [3.8979, 0.5293, -1.2679], [4.0804, -0.8625, -2.3469], [3.0369, -0.9865, -0.9231], [1.5162, -1.0785, -3.2116], [1.1024, -1.7325, -2.4342], [2.2619, -1.6786, -3.7592], [0.6983, -0.8347, -3.8954], [-1.6463, 0.2008, 4.6060], [-1.3558, -0.7943, 4.9605], [-2.7351, 0.2232, 4.4814], [-1.3942, 0.9196, 5.3991], [-1.3625, 2.0243, 2.8625], [-2.4520, 2.1135, 2.8617], [-0.1224, -3.1555, 1.7096], [-0.9298, 2.4636, 1.9219], [-0.9763, 2.7292, 3.6061], [0.7673, -1.8351, 3.6576], [0.9521, -3.2376, 1.5256], [-0.4288, -4.1442, 2.0878], [-0.6126, -3.0057, 0.7424], [-0.4162, -2.0418, 2.7098], [1.1009, -2.8081, 4.0455], [0.5176, -1.2201, 4.5188], [1.6214, -1.3694, 3.1495], [-3.2465, -2.2550, 1.2319], [-2.9030, -2.3337, 0.1929], [-4.3412, -2.3526, 1.2129], [-2.8606, -3.1084, 1.7965], [-3.7281, 0.1865, 1.1845], [-3.5295, 1.1962, 1.5474], [-4.7862, -0.0309, 1.3765], [-3.5923, 0.1774, 0.0970], [1.3308, -2.6755, -0.3405], [2.0167, -2.6982, -0.0419], [-0.8756, -5.8332, -1.7031], [0.5400, -5.5624, -1.6704], [1.5271, -6.5743, -1.8220], [0.8895, -4.2691, -1.6526], [0.0267, -3.3764, -1.7318], [-1.0549, -6.4415, -2.5843], [-1.4246, -4.8882, -1.7701], [-1.1589, -6.3675, -0.7967], [2.2129, -6.3215, -2.6364], [2.1288, -6.6913, -0.9054], [0.9770, -7.4798, -2.0306], [1.9565, -4.1124, -1.4528]], "forces_ev_per_a": [[-0.30, -2.85, -0.14], [4.37, -1.75, 1.30], [-3.83, 1.19, -1.17], [-1.87, -5.26, -4.02], [1.85, 4.62, 3.82], [1.34, 1.64, -2.16], [0.24, -1.27, 0.37], [-0.47, 0.34, 0.47], [-0.31, -0.44, 0.17], [-0.03, 0.12, 0.02], [0.00, -0.42, -0.09], [-0.30, 0.08, 0.04], [0.30, -0.04, -0.44], [-1.70, 0.08, 2.73], [-0.06, 0.81, -0.42], [-0.19, 0.11, -0.13], [-0.40, 0.01, -0.65], [0.34, 0.10, -0.19], [0.10, 0.28, -0.66], [-0.24, -0.23, 0.02], [-0.14, 0.07, 0.11], [-0.01, 0.06, 0.40], [0.23, 0.19, -0.24], [-0.06, -0.12, 0.14], [-0.23, 0.19, 0.01], [-0.21, -0.18, -0.13], [0.13, 0.57, 0.17], [-0.10, 0.12, 0.17], [-0.04, -0.11, 0.02], [0.12, -0.05, 0.06], [1.07, 0.86, -0.28], [-0.45, 0.14, 0.25], [0.32, 0.90, 0.21], [-0.20, -0.19, 0.38], [0.16, -0.13, 0.27], [0.08, -0.17, -0.10], [-0.22, 0.26, 0.18], [0.10, 0.17, -0.17], [-0.27, -0.64, 0.03], [0.15, 0.35, -0.24], [-0.23, 0.37, 0.05], [0.18, -0.01, -0.03], [-0.17, 0.33, -0.09], [-0.10, 0.32, -0.14], [0.21, 0.06, 0.10], [-0.06, -0.20, -0.16], [-0.12, 0.35, 1.61], [0.27, 0.21, -0.32], [0.32, -0.80, -0.24], [-0.16, 0.47, 0.29], [-0.18, 0.31, -0.24], [0.23, 0.23, -0.10], [-0.33, 0.12, 0.22], [-0.07, 0.42, 0.06], [-0.03, -0.09, 0.11], [1.00, -0.88, -0.49], [-0.15, 0.19, -0.18], [0.11, -0.11, -0.01], [-0.08, -0.23, 0.09], [0.07, -0.21, -0.20], [-0.10, -0.02, 0.13], [0.28, 0.08, 0.06], [-0.03, 0.17, -0.07], [-0.15, 0.13, -0.14], [-0.13, -0.09, 0.00], [0.18, 0.16, -0.10], [-0.17, -0.03, 0.06], [0.77, 0.62, 0.43], [-0.10, 0.32, -0.08], [-0.28, 0.19, -0.15], [-1.31, -0.71, -0.51], [-0.05, -0.74, 0.11], [-0.55, 2.76, 0.18], [1.66, -1.67, 0.16], [-0.22, -0.43, -0.06], [0.18, -0.48, 0.05], [-0.03, -0.38, 0.06], [0.04, 0.07, -0.03], [-0.10, 0.06, -0.04], [0.31, -0.48, -0.03], [-0.13, 0.16, -0.48]], "mulliken_spin": [0.975, 0.010, 0.061, 0.014, 0.059, -0.053, 0.006, -0.002, 0.005, -0.001, 0.011, 0.005, -0.021, -0.062, -0.002, 0.008, -0.027, -0.001, 0.016, -0.002, -0.004, -0.001, -0.001, 0.003, 0.000, 0.000, -0.001, 0.000, 0.001, 0.000, 0.010, 0.001, -0.017, 0.004, -0.004, 0.000, 0.000, 0.001, 0.010, -0.014, 0.000, 0.001, -0.002, 0.000, 0.000, 0.000, 0.030, 0.007, 0.002, -0.025, -0.002, 0.002, 0.001, 0.000, -0.008, -0.001, 0.000, 0.000, -0.001, 0.005, 0.001, 0.001, 0.000, 0.003, 0.000, 0.001, -0.001, -0.005, 0.003, 0.005, 0.571, 0.002, -0.089, 0.334, 0.030, 0.009, 0.040, 0.044, 0.053, 0.005, 0.001]}

Quick rundown of total energy, same order as above: -3838.55839, -1936.59391 Eh